1.
This record from the Open Molecules 2025 dataset describes C38H45GeN8O5SeSiTc as an isolated structure in a non-equilibrium geometry. The level of theory is wB97M-V/def2-TZVPD.

Geometry as XYZ:
```
100
Properties=species:S:1:pos:R:3:lowdin_charge:R:1
O -0.12758 6.53132 3.21082 0.04
H -1.82898 -2.70448 3.62862 0.08
Si -4.82848 0.00652 1.05102 0.06
Se -2.54858 0.01642 1.04362 0.45
H 2.31322 2.98722 -0.48688 0.09
H 2.15562 -3.64498 3.61142 0.11
H 1.47652 1.32752 -1.02148 0.09
C 4.05302 -7.07508 3.35812 -0.01
H -5.09178 2.43272 0.68032 0.03
C -0.38518 -2.71798 2.05702 -0.30
H 1.71152 1.52222 -8.58628 0.10
N 0.78992 -6.05478 2.61562 -0.07
H -1.21748 -5.76458 2.13542 0.14
H -1.69168 -1.29838 -1.00428 0.04
C 0.25002 -2.74098 0.00512 -0.10
O -0.10538 0.01642 2.73102 -0.62
O -0.10928 8.15252 1.42132 0.03
H -5.08438 2.02682 2.44602 0.03
C -0.08808 5.12152 -0.64178 0.00
C 4.69522 -5.92578 3.83492 -0.09
H -2.14148 -1.67108 -8.32028 0.10
H 4.90292 0.91762 2.35912 0.02
H 4.53782 -3.82998 4.29262 0.11
H -0.14038 -2.54588 4.17112 0.08
C -0.16248 -0.03088 -5.17678 -0.24
H 0.76132 8.39822 3.28332 0.13
H -5.08888 0.20212 -1.39588 0.03
C -1.30808 -0.98048 -8.38258 -0.01
H 2.31452 -0.79478 1.70312 0.01
N -0.10538 0.01642 -0.89728 -0.18
C 0.77442 0.74562 -1.61238 -0.21
C -0.11518 0.00832 -3.71048 -0.15
N -0.18198 -4.03418 1.70542 -0.02
C 2.70812 -6.97998 2.97462 -0.26
H 0.83322 3.15132 0.54582 -0.10
C 0.81082 0.77582 -2.99908 0.01
H 0.64582 0.63892 -10.66338 0.09
C 2.04762 -5.75998 3.07652 -0.16
H 4.90292 1.56592 0.66702 0.02
H 4.90142 2.70722 2.07442 0.01
C -5.44088 -1.19518 2.34122 -0.26
H -0.07748 4.78002 -1.67668 0.12
O -0.08258 2.35462 -1.16598 0.01
H -5.07958 -1.52998 -0.86448 0.03
H 0.83322 2.01622 3.50852 0.00
H -1.25388 -0.93558 -10.53578 0.09
C -0.85498 -2.26568 3.39162 -0.04
H -5.06708 -2.21258 2.10532 0.02
C -5.45338 -0.51228 -0.62958 -0.25
H -6.56268 -0.51708 -0.62588 0.02
C 0.27222 0.32932 -9.68918 -0.12
H 2.31262 4.12782 0.92102 0.09
C 1.94252 3.15192 0.54552 -0.14
C 4.53372 1.72992 1.70002 -0.24
H -5.06888 -0.88638 3.33962 0.03
H -0.12068 3.86822 2.54322 0.14
H 5.74012 -5.98098 4.13292 0.10
H -1.01778 8.39822 3.26512 0.13
Tc -0.10538 0.01642 1.04362 1.22
H -0.96308 -1.17658 3.40982 0.01
C -0.99208 -0.71848 -1.59928 -0.20
C 0.19332 -4.05798 0.38692 -0.03
H 0.39692 -4.97548 -0.14988 0.12
H 2.31452 -0.14648 0.01092 0.00
H 2.31262 2.99352 3.88182 0.02
C -0.11498 5.94652 1.98152 -0.21
C -0.12388 7.92312 2.84452 -0.13
H 1.55532 1.39292 -3.48528 0.10
H 2.31332 1.20422 4.16732 0.03
H 4.57872 -8.02068 3.28252 0.11
N -1.01588 -0.73818 -5.89818 0.17
C 0.35212 0.39562 -7.31278 -0.21
C 1.94252 2.01652 3.50912 -0.23
H -0.08288 7.22352 -1.15928 0.11
C 2.66842 -4.59858 3.54972 0.01
C -0.09868 4.15342 0.39402 -0.17
C -5.45638 1.71902 1.44732 -0.25
C -0.37528 -5.19848 2.54762 -0.06
C 1.94382 0.01642 1.04362 -0.40
C -0.80238 -0.56138 -9.61988 -0.11
C -0.09108 6.49192 -0.36158 0.01
H 0.52312 -2.33818 -0.96178 0.11
H -6.55018 -1.19988 2.34472 0.02
N 0.67512 -7.35548 2.27652 0.07
C -0.09528 2.67272 0.06492 -0.63
H -6.56568 1.71412 1.45082 0.02
C -0.11238 4.59032 1.73222 0.08
N 1.85232 -7.92908 2.48482 0.06
H 1.42412 1.28412 -5.71818 0.15
C 4.01232 -4.71078 3.92672 -0.08
H -1.77528 -1.36758 -3.48738 0.11
C 0.87772 0.83122 -8.53088 -0.02
N 0.68212 0.66912 -6.01088 0.16
H -0.61468 -4.89258 3.56932 0.14
C -0.10458 6.87082 0.96212 -0.25
C -1.03468 -0.75378 -2.98248 -0.01
N -0.10538 -1.92388 1.04362 -0.12
Ge 2.59012 1.72832 1.69942 0.75
O -0.10538 1.86192 1.04362 -0.29
C -0.71338 -0.48748 -7.21278 -0.25
```

Values from the calculation:
Net charge ... -1
LUMO level (alpha / beta) ... 1.83 / 1.83 eV
Molecular weight ... 971.49 g/mol
Calculated total energy ... -194227.571 eV
Orbital gap (alpha / beta) ... 4.986 / 5.871 eV
2S+1 ... 4
Energy relative to the best compared isomer or geometry (same formula, charge and spin) ... 0.0 kJ/mol

***

2.
This record from the Open Molecules 2025 dataset describes C25H18N8OPdS as an isolated structure in a non-equilibrium geometry. The level of theory is wB97M-V/def2-TZVPD.

Geometry as XYZ:
```
54
Properties=species:S:1:pos:R:3:lowdin_charge:R:1
C 5.28754 -0.72529 -0.83359 -0.01
C -4.15386 -2.21419 0.31861 -0.12
H 5.24784 -1.80069 -0.89649 0.11
H -3.08496 0.45491 2.10911 0.12
N 0.52094 -1.45209 0.89421 0.04
N -5.59066 -3.77589 -0.82519 0.18
H -0.82766 -1.60439 2.43311 0.11
H 7.42204 -0.57759 -0.86009 0.10
C 4.12664 0.01401 -0.74709 -0.10
C 4.14894 1.41431 -0.68369 -0.09
H 7.47194 1.86271 -0.80049 0.10
C -0.84546 -3.38509 1.23031 -0.08
C 0.77684 4.78871 -0.26479 -0.01
H -0.60756 -4.98329 -0.19449 0.11
H -1.58756 -0.91869 -1.46209 0.08
H -1.25176 2.62301 2.12011 0.10
C -0.27116 -4.00499 0.12131 -0.07
C -2.31336 -1.05219 -0.65959 -0.16
H -1.99606 4.94511 1.64741 0.10
C -5.17026 -3.31569 0.37621 -0.51
H -5.39316 -3.30259 -1.68809 0.10
O -5.56316 -3.77439 1.42601 0.08
C -3.14436 -0.29039 1.32711 -0.11
C -0.41596 -2.11659 1.56911 -0.18
H -0.70186 6.30601 0.00041 0.11
C 1.16634 3.47801 0.07161 -0.37
N 2.33564 -1.62069 -0.59749 0.17
C 0.75934 -3.37409 -0.53149 -0.01
N 2.38564 3.06591 -0.34289 0.18
H -6.29986 -4.49049 -0.82839 0.12
C 2.75134 1.83521 -0.48059 -0.29
S -0.89746 1.84551 -2.01029 0.60
N -3.17846 2.56511 -0.55169 0.06
N 1.96644 0.72801 -0.47139 0.05
C -0.70116 3.26271 1.43291 -0.18
C 6.51784 1.35551 -0.79159 -0.07
N -2.26506 -0.17199 0.33921 -0.03
C -3.23266 -2.08249 -0.71649 0.00
C -2.22266 2.25201 -1.12469 -0.95
N 0.39474 2.72851 0.89471 0.02
C -1.11326 4.55431 1.17361 -0.07
C -4.09596 -1.29539 1.36271 0.03
H 1.28574 -3.83269 -1.35139 0.11
H -3.20806 -2.77479 -1.54479 0.12
H -1.60936 -3.88189 1.80591 0.11
C -0.37426 5.31331 0.26911 -0.05
C 1.16984 -2.09279 -0.11039 -0.35
H -4.79546 -1.37229 2.17901 0.12
C 5.34534 2.10181 -0.73239 0.00
C 2.72244 -0.38819 -0.59419 -0.29
Pd -0.13756 0.69781 0.10811 0.84
H 5.36704 3.17881 -0.71399 0.11
H 1.38884 5.33171 -0.96659 0.11
C 6.49084 -0.03129 -0.83349 -0.07
```

Values from the calculation:
LUMO level (alpha / beta) ... -0.61 / -1.64 eV
Molecular weight ... 584.96 g/mol
Calculated total energy ... -54500.932 eV
Orbital gap (alpha / beta) ... 7.237 / 6.321 eV
2S+1 ... 3

***

3.
This record from the Open Molecules 2025 dataset describes C19H21AuN2O3 as an isolated structure in a non-equilibrium geometry. The level of theory is wB97M-V/def2-TZVPD.

Geometry as XYZ:
```
46
Properties=species:S:1:pos:R:3:lowdin_charge:R:1
O 1.30405 -1.66829 0.04342 -0.12
C 0.06957 -2.53001 -2.31710 -0.09
C -2.53482 0.46266 2.39215 -0.15
H 3.82981 -1.18441 -0.06159 0.11
H 3.19318 2.32528 -1.51903 0.08
H 5.17143 -1.14680 -2.12902 0.10
C 2.22853 -2.14664 -3.43519 -0.05
H 1.11203 3.81896 0.52858 0.08
C -2.05441 -2.68633 -1.18170 -0.21
H 0.96797 3.62140 -1.23055 0.08
C 1.98820 -1.69496 -1.02203 -0.41
C -3.02044 0.71239 3.69086 -0.05
C 3.55582 -1.77912 -3.39174 -0.10
H -1.44040 -3.25386 0.79125 0.13
H 1.77207 -2.43286 -4.37182 0.11
H -2.89320 -1.62778 2.61616 0.14
H -3.07321 4.07657 3.69066 0.11
H -3.23739 -0.13064 4.33513 0.11
H 4.15585 -1.76534 -4.28812 0.09
C -3.21673 1.98660 4.15773 -0.10
C -2.44697 2.87211 2.05871 -0.01
N -2.07291 -1.26330 0.76741 -0.09
C 1.57438 1.82355 -0.18743 -0.57
C -2.20484 1.57008 1.54343 -0.35
H 3.42089 2.87345 0.15395 0.08
C 0.79304 3.15042 -0.26729 -0.06
C 4.12807 -1.42461 -2.16640 -0.08
H 3.63328 1.16490 -0.26349 0.05
C -2.48430 -0.87988 1.92828 -0.07
H -2.14370 -3.71782 -1.54578 0.12
N -0.77358 -2.12606 -1.45776 -0.08
C 3.38291 -1.40353 -1.01976 -0.03
C 1.43213 -2.10452 -2.29421 -0.16
Au -0.48381 -0.23989 -0.20553 1.32
C -2.22329 -2.63094 0.34214 -0.20
O -1.73927 1.45800 0.35578 -0.14
H -3.59741 2.15493 5.15472 0.10
H 1.48913 1.46046 0.85607 0.13
H -2.23982 3.70437 1.40340 0.11
O 1.04792 0.88912 -1.04875 -0.25
H -2.82269 -2.06483 -1.65202 0.12
H -0.20714 -3.28060 -3.06801 0.14
H -0.26743 2.93906 -0.17434 0.04
H -3.20416 -3.01611 0.63988 0.12
C 3.06112 2.06344 -0.47397 -0.04
C -2.92948 3.07138 3.32291 -0.07
```

Values from the calculation:
LUMO level (alpha / beta) ... -1.98 / -1.94 eV
Molecular weight ... 522.36 g/mol
Calculated total energy ... -32854.819 eV
Orbital gap (alpha / beta) ... 5.383 / 5.444 eV
Energy relative to the best compared isomer or geometry (same formula, charge and spin) ... 107.1 kJ/mol

***

4.
This record from the Open Molecules 2025 dataset describes C38H57IrN3O3PSTe as an isolated structure in a non-equilibrium geometry. The level of theory is wB97M-V/def2-TZVPD.

Geometry as XYZ:
```
105
Properties=species:S:1:pos:R:3:lowdin_charge:R:1
H 2.36926 1.26622 -2.94646 0.09
C -0.82437 -0.74184 3.10956 -0.14
C -0.05258 -5.32206 5.82685 -0.23
C 2.89689 -9.36071 5.29942 0.01
H -0.71213 -6.32707 4.02120 0.13
C 1.70492 -1.42334 -4.90558 -0.18
N -0.76122 -4.20019 5.68231 0.12
C 1.09425 5.42381 -2.66908 -0.17
C -3.08592 2.01419 -3.18628 -0.17
H -0.30829 2.47757 -4.88565 0.09
H -2.74598 3.03136 -3.37276 0.09
C 1.64362 -6.44029 7.12326 0.05
H 3.77136 -9.89446 5.65038 0.11
H -4.73129 -0.11396 -3.87756 0.12
C 2.24618 3.72337 1.56053 -0.31
H 1.95637 3.44171 -2.71614 0.11
H 0.34140 5.94417 -2.06922 0.11
H -1.87350 -1.14737 -3.65619 0.09
P -0.41516 1.56779 -2.24939 0.92
H -0.01893 -2.46516 -4.10479 0.11
N -1.51447 -3.99075 4.70692 0.13
C 0.83002 5.66334 -4.17409 -0.16
H -3.82833 1.75342 -5.18261 0.13
H -1.04298 3.80076 -2.34195 0.12
H -2.18792 1.17642 -4.97186 0.10
H 1.02720 -1.04468 -5.67570 0.12
C -2.84861 -0.92450 -3.21558 -0.18
H 1.69896 1.66674 -4.52517 0.10
H 1.81217 4.00460 2.51837 0.05
H 2.30140 -2.19521 -5.38979 0.12
C -0.01729 -6.36523 4.85046 0.04
H 3.30887 -0.70688 -3.68067 0.12
C 1.80897 0.86618 -3.79569 -0.16
H 3.07220 -8.97125 4.29870 0.10
C -0.34113 3.44316 -4.37914 -0.17
C -1.63972 -2.84049 4.00721 -0.18
H -0.25308 -1.29578 -2.06066 0.09
C 0.88834 -7.37048 4.95710 0.04
H -0.04404 -1.97526 6.16303 0.12
C 2.61353 -0.29842 -4.41839 -0.17
H 0.51385 4.55866 -5.99687 0.13
Te -1.74681 2.80992 1.58045 1.57
S 2.27951 1.92482 1.48274 0.78
C 3.21246 1.67619 -0.03404 -0.31
H 1.71786 3.84833 -4.94286 0.11
H -4.09522 2.10338 -2.77295 0.13
H -2.29395 2.02162 4.06816 0.03
H 1.66310 4.12683 0.74268 0.01
H 2.26075 -6.55832 8.00310 0.14
H -3.72810 -0.74278 -5.17367 0.12
H -0.75106 2.93071 4.06403 0.01
C 0.74817 4.35258 -4.95249 -0.19
C -3.70091 -0.18086 -4.24010 -0.18
C -2.68245 -0.13720 -1.91506 -0.19
H -3.31069 -1.88538 -2.98303 0.12
H -3.65197 -0.09684 -1.40810 0.13
C -0.95608 4.75363 1.34102 -0.34
C -0.83246 -1.65335 4.17168 -0.05
C 0.61169 -0.99023 -2.64812 -0.19
H 2.05918 5.84388 -2.38164 0.12
H -3.27719 -3.69872 2.95301 0.14
H -0.47213 5.07200 2.26067 0.03
C 0.75501 -5.42691 7.00038 0.04
O 2.71258 -8.27479 6.23918 0.01
C -1.76919 2.89693 3.69162 -0.34
H -2.01018 -0.65184 -1.22971 0.07
H -1.80311 5.40052 1.11568 0.03
C 0.77085 0.59647 4.12286 -0.12
C -2.22302 1.32333 -2.11445 -0.34
H 1.41654 1.46275 4.07448 0.10
O 0.23219 1.44390 -0.83477 -0.55
Ir 0.09948 1.10378 1.16271 0.91
C -0.03388 -1.33758 5.29078 0.05
H -2.38411 1.85082 -1.16269 0.06
C 0.42315 0.38401 -3.31658 -0.35
H 4.21392 2.07197 0.12626 0.07
H 0.94422 -8.13713 4.19889 0.12
H 3.21813 0.08230 -5.24025 0.12
H 2.02703 -10.01469 5.31669 0.11
H 1.61475 6.28786 -4.59746 0.12
C -2.67081 -1.86366 2.01703 0.04
N 0.03292 0.32818 3.05833 -0.10
C 0.72774 -0.19691 5.27440 0.01
C 1.76677 -7.39943 6.08061 -0.23
H -3.43007 -1.89078 1.24702 0.14
H 2.71968 2.16828 -0.86560 0.01
C -1.73465 -0.84364 2.00896 -0.32
C 1.07600 3.93771 -2.30464 -0.21
H 1.45501 -0.91135 -1.95547 0.11
H -0.25749 4.77086 0.50907 -0.01
H -1.30884 3.88575 -4.61555 0.12
H -0.10444 6.21180 -4.30723 0.12
H 3.27048 0.60376 -0.21155 0.06
O -1.65694 0.06675 1.05808 -0.33
H 1.31693 0.09122 6.13364 0.13
H 1.10989 3.82559 -1.22040 0.06
H 1.48125 -2.85390 -3.29389 0.12
C -0.20877 3.27993 -2.83205 -0.32
H -0.23489 0.26379 -4.18341 0.11
H 3.27072 4.08951 1.51308 0.07
H 0.63389 -4.68700 7.78095 0.13
C -2.59530 -2.85813 2.98235 0.05
H -2.31265 3.79957 3.96696 0.04
C 0.91353 -2.03393 -3.73690 -0.17
C -3.17082 1.22603 -4.49093 -0.18
```

Values from the calculation:
Net charge ... +3
LUMO level (alpha / beta) ... -9.26 / -9.36 eV
Molecular weight ... 986.75 g/mol
Calculated total energy ... -81176.934 eV
Orbital gap (alpha / beta) ... 5.444 / 6.397 eV
2S+1 ... 2
Energy relative to the best compared isomer or geometry (same formula, charge and spin) ... 0.0 kJ/mol

***

- Which formula does entry 2 have?
  C25H18N8OPdS

***

- Which value of molecular weight does entry 3 give?
  522.36 g/mol

***

- The highest calculated total energy belongs to which entry?
  C19H21AuN2O3

***

- Number 2 is which compound?
  C25H18N8OPdS